C30H48ClN3O5PdSi4Te as an isolated structure. Source: the OMol25 dataset; level of theory: ωB97M-V/def2-TZVPD.

Output
E_LUMO (spin up / spin down) in eV: -5.43 / -7.74
HOMO-LUMO gap (spin up / spin down) in eV: 7.37 / 5.20
<S²>: 6.05
Multiplicity: 5
Relative energy (zero: lowest compared OMol25 entry of this formula, charge and spin) in kJ/mol: 0.00
E_tot in eV: -101391.6841
Net charge: +2

XYZ file:
```
93
Properties=species:S:1:pos:R:3:forces:R:3:mulliken_spin:R:1
Pd -0.2852 1.6587 -0.0568 -0.466 -0.075 0.309 1.343
O -6.5650 5.2158 -0.2006 0.014 0.042 0.011 0.000
C -5.3897 5.9630 -0.4122 -0.031 -0.097 0.000 0.000
C -4.2164 5.0249 -0.4081 0.001 0.049 -0.001 0.001
C -2.9216 5.5104 -0.5479 0.029 0.006 -0.025 -0.002
C -1.8692 4.6200 -0.5209 0.015 -0.032 0.023 -0.005
N -2.0258 3.3006 -0.3766 0.174 0.099 0.266 0.038
C -3.2723 2.8264 -0.2798 -0.010 -0.240 -0.063 0.001
C -4.3838 3.6558 -0.2735 -0.028 0.028 -0.043 0.000
C -3.4139 1.3443 -0.1552 0.079 0.302 0.128 0.021
C -4.6377 0.7054 -0.2836 -0.030 -0.043 0.079 -0.009
C -4.7272 -0.6572 -0.0421 -0.038 -0.015 0.009 -0.001
C -6.0453 -1.3891 -0.1421 -0.056 0.071 -0.008 0.000
O -7.0558 -0.6471 -0.7804 0.113 0.063 0.019 0.000
C -3.5705 -1.3310 0.3333 -0.013 0.005 0.071 0.003
C -2.3801 -0.6379 0.3909 -0.004 0.059 -0.069 -0.052
N -2.2976 0.6706 0.1361 0.100 -0.143 -0.360 0.179
H -7.3211 5.8093 -0.1607 -0.006 -0.006 -0.014 0.000
H -5.2396 6.7164 0.3681 0.001 0.006 0.025 0.000
H -5.4098 6.4850 -1.3751 -0.002 0.013 -0.021 0.000
H -2.7284 6.5682 -0.6745 -0.007 -0.011 0.012 0.000
H -0.8524 4.9720 -0.6323 0.022 -0.005 0.001 0.002
H -5.3797 3.2599 -0.1521 -0.003 0.019 -0.016 0.000
H -5.5293 1.2519 -0.5524 -0.003 -0.024 -0.009 0.000
H -6.4018 -1.5844 0.8715 -0.002 -0.019 0.012 -0.001
H -5.8863 -2.3624 -0.6152 0.015 -0.007 -0.023 0.000
H -6.9132 -0.6572 -1.7328 -0.059 -0.062 -0.008 0.000
H -3.5885 -2.3886 0.5672 -0.035 0.052 -0.009 0.001
H -1.4535 -1.1342 0.6469 -0.021 0.027 -0.037 0.021
Cl 6.8475 4.6252 -0.5034 0.209 0.121 -0.030 0.093
C 5.4327 3.7739 -0.1738 -0.410 -0.047 -0.068 0.284
C 5.4447 2.7113 0.7562 -0.012 0.067 -0.082 -0.078
C 4.2986 2.0245 1.0071 -0.192 0.075 -0.074 0.169
C 3.0457 2.3563 0.3401 0.252 0.092 -0.063 0.085
O 2.0179 1.7123 0.6129 -0.102 0.253 0.058 0.390
C 3.0760 3.4589 -0.6238 -0.395 -0.141 -0.060 0.089
C 1.8913 3.8866 -1.4007 0.286 -0.157 0.230 -0.034
O 0.8074 3.3397 -1.4121 0.035 0.047 -0.138 0.066
C 4.2372 4.1379 -0.8448 0.436 0.007 0.116 0.018
H 6.3714 2.4614 1.2553 -0.009 0.000 -0.006 0.000
H 4.2688 1.2098 1.7192 0.002 0.004 -0.028 0.006
H 2.0462 4.7914 -2.0112 0.024 -0.018 -0.033 0.001
H 4.2658 4.9645 -1.5460 0.024 -0.023 0.001 -0.001
C -0.3362 1.8796 4.4489 0.032 -0.001 -0.020 0.006
C -0.3172 2.2630 2.9985 -0.070 0.093 0.187 -0.019
N -0.1811 3.5635 2.7066 0.071 -0.165 0.011 -0.001
O -0.4260 1.3810 2.1351 0.088 -0.012 -0.220 0.116
H -0.4784 2.7306 5.1113 0.002 -0.004 -0.015 0.001
H 0.6119 1.3969 4.6903 -0.005 -0.003 -0.009 0.000
H -1.1294 1.1526 4.6078 -0.003 -0.002 0.003 0.000
H -0.0954 4.2486 3.4369 -0.031 0.012 0.001 0.000
H -0.1716 3.8747 1.7494 -0.047 -0.007 -0.050 -0.003
C -0.4249 -3.6178 -3.4274 -0.050 0.064 -0.168 0.016
Si 0.0078 -4.1057 -1.6891 -0.082 0.197 0.094 0.078
C 0.8982 -5.7342 -1.6325 0.127 -0.144 -0.021 0.007
C -1.5266 -4.1717 -0.6313 -0.144 -0.032 0.090 -0.012
Si 1.3713 -2.4435 -0.6542 0.195 -0.481 -0.064 0.056
Te 0.7757 -0.2812 -1.6505 -0.278 0.223 -0.137 1.038
Si 1.4907 -2.5751 1.6661 -0.097 0.044 0.147 -0.044
C 2.7581 -1.3449 2.2590 0.169 0.126 0.109 0.017
C -0.1189 -2.2477 2.5518 -0.163 0.076 0.103 -0.002
C 1.9733 -4.3460 1.9851 0.055 -0.166 0.081 0.004
Si 3.5217 -2.6232 -1.6481 -0.044 0.197 -0.014 0.055
C 4.3044 -4.2231 -1.1424 0.212 -0.200 0.035 0.011
C 3.2785 -2.5444 -3.4902 0.051 -0.032 -0.185 0.021
C 4.5393 -1.1690 -1.0521 0.191 0.065 -0.016 -0.024
H -1.1347 -4.3407 -3.8397 0.014 0.015 -0.004 0.001
H 0.4482 -3.6042 -4.0802 -0.006 0.016 -0.013 0.002
H -0.8900 -2.6301 -3.4676 -0.019 -0.035 -0.014 -0.005
H 0.1680 -6.5311 -1.8027 0.031 0.002 0.001 0.003
H 1.3788 -5.9243 -0.6709 -0.024 -0.010 -0.019 0.000
H 1.6533 -5.8104 -2.4175 0.002 -0.001 0.032 0.000
H -2.2517 -4.8752 -1.0513 0.019 0.017 0.010 0.004
H -1.9994 -3.1884 -0.5780 0.059 -0.124 -0.052 0.009
H -1.2937 -4.5021 0.3843 -0.026 0.019 -0.012 0.001
H 2.5395 -0.3568 1.8438 -0.015 -0.062 0.037 -0.016
H 3.7750 -1.6296 1.9799 -0.025 0.009 -0.015 0.002
H 2.7198 -1.2728 3.3501 0.021 -0.010 -0.015 0.001
H -0.3278 -1.1791 2.6513 -0.005 -0.036 -0.061 -0.003
H -0.0387 -2.6627 3.5612 -0.004 0.010 -0.009 0.000
H -0.9707 -2.7331 2.0700 0.021 -0.019 0.068 0.001
H 2.8336 -4.6814 1.4046 -0.018 0.008 0.006 0.000
H 1.1327 -5.0085 1.7608 0.039 -0.017 0.004 0.000
H 2.2157 -4.4764 3.0441 -0.012 -0.010 -0.031 0.001
H 3.6876 -5.0812 -1.4072 0.011 -0.039 0.030 -0.002
H 4.5152 -4.2597 -0.0727 -0.013 -0.014 -0.004 0.000
H 5.2612 -4.3307 -1.6641 -0.035 -0.004 0.013 0.004
H 2.7385 -3.4238 -3.8450 -0.014 0.007 -0.036 0.000
H 4.2429 -2.5256 -4.0068 -0.019 -0.004 0.050 0.001
H 2.7229 -1.6558 -3.7939 -0.009 -0.014 -0.044 -0.004
H 4.9740 -1.3660 -0.0699 -0.049 0.040 0.011 -0.003
H 3.9199 -0.2730 -0.9845 0.046 0.093 0.016 0.047
H 5.3644 -0.9635 -1.7414 -0.046 -0.025 0.028 0.004
```
Positions in Å, forces in eV/Å.